{
  "formula": "C10H13GaNP",
  "method": "wB97M-V/def2-TZVPD",
  "species": ["C", "C", "C", "C", "C", "Ga", "P", "H", "H", "H", "H", "H", "H", "H", "H", "C", "C", "C", "N", "C", "C", "H", "H", "H", "H", "H"],
  "xyz": [[1.0623, -1.1312, -2.1983], [0.0053, -0.3228, -2.9088], [0.2472, 1.0332, -2.5685], [1.6520, 1.2402, -2.0435], [2.3578, -0.0468, -1.6812], [0.4332, -0.0529, -0.6345], [1.2955, -2.9343, 0.6052], [1.1191, -2.1986, -2.2525], [-0.7326, -0.5506, -3.6893], [-0.3200, 1.8337, -3.0335], [3.3659, -0.2179, -1.3247], [1.9864, 2.3112, -1.9622], [2.7019, -2.5355, 0.9424], [1.6143, -3.9123, -0.4438], [0.9197, -3.8750, 1.6473], [-2.2177, 1.4107, 2.9677], [-2.4777, 1.9691, 1.6885], [-1.7535, 1.5537, 0.5386], [-0.7950, 0.5435, 0.6336], [-0.5690, -0.0625, 1.8489], [-1.2571, 0.3634, 3.0200], [-2.7227, 1.7757, 3.8984], [-3.2354, 2.7700, 1.6023], [-1.8763, 2.0304, -0.4600], [0.1854, -0.8656, 1.8481], [-0.9891, -0.1289, 3.9599]],
  "forces_ev_per_angstrom": [[0.3, 2.1, 0.8], [1.4, 0.1, 0.0], [3.1, 0.2, -0.5], [-1.4, -0.6, 0.3], [-3.7, 0.9, -2.3], [-0.5, 0.0, -0.3], [0.9, -0.5, -0.1], [0.3, -0.2, -0.1], [0.4, -0.5, 0.6], [0.1, 0.1, 0.5], [-0.2, -0.1, -0.3], [-0.1, -1.5, 0.3], [-1.4, -0.9, -0.1], [-0.1, 0.7, 1.0], [0.8, 0.4, -0.5], [-0.2, 0.0, 0.4], [0.9, -0.2, -1.5], [-1.4, 1.3, 1.2], [0.4, -0.3, -0.4], [-1.3, 0.6, 3.2], [1.4, -0.8, -1.7], [0.5, -0.4, -1.2], [0.6, -0.6, -0.2], [0.0, -0.5, 1.0], [-0.6, 0.5, 0.3], [-0.2, 0.2, -0.4]],
  "gap_ev": [5.33, 5.31],
  "e_tot_ha": -2709.4458,
  "lumo_energy_ev": [0.24, 0.24],
  "homo_ev": [-5.09, -5.07]
}

{
  "formula": "C10H13IO2",
  "method": "wB97M-V/def2-TZVPD",
  "species": ["C", "C", "C", "C", "C", "C", "C", "C", "C", "C", "O", "O", "I", "H", "H", "H", "H", "H", "H", "H", "H", "H", "H", "H", "H", "H"],
  "xyz": [[0.6184, 0.5705, 0.5826], [0.3270, -0.0597, 1.6829], [-1.0789, -0.8969, 0.2095], [-0.6723, 1.0856, -2.7623], [-0.0923, -0.3308, -3.0156], [-1.2358, 0.9435, -1.3626], [0.4763, -0.7255, -1.7165], [-0.2468, 0.0266, -0.5547], [-0.3460, 0.4516, 3.8759], [0.8379, 0.0898, 3.0370], [-2.0257, -1.5115, -0.1978], [-0.6614, -0.9944, 1.4743], [1.8609, 2.1875, 0.2726], [0.1166, 1.7315, -2.6517], [-1.4816, 1.2717, -3.5757], [-0.9066, -1.0091, -3.1504], [0.5772, -0.3446, -3.7398], [-1.3223, 1.9496, -0.8265], [-2.1910, 0.5053, -1.3888], [0.4282, -1.7468, -1.4808], [1.4777, -0.3479, -1.6172], [-0.7232, 1.3148, 3.3735], [0.0685, 0.7749, 4.8500], [-1.0805, -0.2214, 4.1222], [1.4430, -0.8522, 3.3134], [1.5840, 0.8233, 3.2778]],
  "forces_ev_per_angstrom": [[-0.2, 1.1, -2.7], [1.2, 0.2, -0.1], [-1.5, -1.2, -0.7], [-2.6, -2.6, -1.1], [-3.7, 1.0, 3.1], [1.1, 2.6, 1.4], [1.2, 1.3, 2.0], [-0.4, 1.0, -1.0], [2.2, 1.8, 1.9], [0.9, -2.8, 1.0], [0.1, -0.3, 0.3], [-0.1, -0.7, 1.7], [0.1, -0.1, 0.2], [1.8, 2.1, -0.7], [1.6, 0.4, 1.5], [-0.7, -0.4, -0.9], [2.9, -0.3, -3.6], [0.0, -1.2, -0.7], [-1.2, -0.7, 0.1], [0.3, -1.6, -0.1], [0.9, -0.3, -0.2], [-0.9, 0.7, 0.0], [-0.4, 0.1, -0.3], [-1.7, -1.9, -0.1], [-1.4, 0.8, -0.1], [0.3, 0.8, -1.1]],
  "gap_ev": 9.27,
  "smiles": "CCC1=C(I)C2(CCCC2)C(=O)O1",
  "e_tot_ha": -836.9718,
  "lumo_energy_ev": 0.39,
  "homo_ev": -8.89
}

{
  "formula": "C10H13InNO5",
  "method": "wB97M-V/def2-TZVPD",
  "species": ["In", "O", "C", "C", "O", "C", "O", "C", "O", "C", "H", "H", "C", "H", "H", "C", "N", "C", "C", "C", "O", "H", "H", "H", "H", "H", "H", "H", "H", "H"],
  "xyz": [[-0.4187, 0.2811, -1.3556], [0.3942, 3.4454, 0.1225], [-0.0829, 2.5208, -0.3563], [-0.4808, -1.7559, 0.0875], [-0.3074, -2.7882, 0.5533], [1.8688, 0.0747, -0.1787], [2.8650, -0.0461, 0.3644], [-2.9307, 0.0948, -1.0623], [-4.0506, -0.1046, -0.9633], [-0.0182, 0.8193, -3.5490], [-0.8628, 1.3766, -3.9740], [0.9540, 1.3032, -3.7022], [-0.1083, -0.5976, -3.3868], [0.8068, -1.2079, -3.3869], [-1.0165, -1.1153, -3.7249], [-0.6377, 0.1214, 5.0626], [0.0467, -0.3519, 3.8673], [1.1696, -1.2514, 4.0472], [-0.2709, 0.0198, 2.6086], [-1.4251, 0.9460, 2.3424], [0.4313, -0.4799, 1.6744], [-0.1512, -0.3319, 5.9305], [-1.7017, -0.1560, 5.0706], [-0.5762, 1.2149, 5.1566], [0.9808, -2.2180, 3.5598], [2.0873, -0.8284, 3.6169], [1.3009, -1.4011, 5.1234], [-1.1360, 1.6938, 1.5929], [-2.2712, 0.3656, 1.9473], [-1.7464, 1.4657, 3.2570]],
  "forces_ev_per_angstrom": [[0.2, -0.6, 4.0], [-2.0, -3.5, -1.9], [1.9, 3.0, 1.5], [0.8, -2.4, 0.9], [-0.8, 3.0, -1.6], [2.8, -0.2, 1.2], [-3.0, 0.4, -1.8], [-3.6, -0.5, 0.2], [4.0, 0.7, -0.3], [0.2, -2.2, -2.1], [-0.2, -0.1, 0.6], [0.0, -0.1, 0.8], [0.6, 1.7, -2.7], [-0.1, 0.2, 0.6], [-0.1, 0.2, 0.6], [-0.6, 0.5, 0.6], [-0.8, 0.9, -2.0], [0.7, -0.6, 0.1], [0.7, -0.9, 2.5], [0.0, 0.0, 0.3], [-0.7, 0.7, -1.2], [-0.3, 0.2, -0.2], [0.4, -0.1, 0.0], [0.1, -0.3, 0.0], [0.0, 0.3, 0.2], [-0.3, -0.1, 0.2], [0.1, -0.1, -0.4], [-0.1, -0.1, 0.3], [0.1, 0.1, 0.2], [0.0, -0.1, -0.5]],
  "gap_ev": 4.54,
  "total_charge": 3,
  "relative_energy_kcal_mol": 6.24,
  "e_tot_ha": -1008.6404,
  "lumo_energy_ev": -14.11,
  "homo_ev": -18.65
}

{
  "formula": "C10H13N",
  "method": "wB97M-V/def2-TZVPD",
  "species": ["C", "C", "C", "C", "C", "C", "C", "C", "C", "C", "H", "H", "H", "H", "H", "H", "H", "H", "H", "H", "H", "H", "H", "N"],
  "xyz": [[3.5754, -0.6221, -0.0436], [2.1308, -0.2061, -0.0449], [1.8696, 1.2143, 0.0228], [0.6625, 1.6254, -0.0452], [-0.4367, 0.7282, -0.0951], [-1.7447, 1.3852, 0.2952], [-2.7469, 0.3861, -0.5231], [-1.4046, -1.6861, 0.0564], [-0.2735, -0.7075, -0.0636], [1.0783, -1.0744, -0.0826], [3.5869, -1.5852, -0.3704], [4.4738, 0.0307, -0.4709], [3.7133, -0.6106, 0.9655], [2.6889, 1.9450, -0.2530], [0.3358, 2.7803, -0.2526], [-2.1118, 2.4399, 0.0477], [-1.7202, 1.2698, 1.6204], [-3.7457, 0.6956, -0.1352], [-2.5551, 0.6680, -1.5786], [-2.9326, -0.7507, 1.0147], [-1.5661, -2.3858, 0.8779], [-1.4502, -2.4269, -0.7775], [1.2306, -2.2090, -0.2140], [-2.6579, -0.9040, 0.0495]],
  "forces_ev_per_angstrom": [[0.5, 2.9, -1.4], [0.5, 2.5, -0.7], [5.9, -1.7, -1.5], [-6.2, 3.6, -1.6], [-0.2, 0.2, 1.9], [-1.6, -1.8, 1.2], [-0.5, 3.4, 3.2], [-1.6, 0.6, -1.6], [1.2, 2.8, 0.6], [0.0, -2.9, -0.6], [0.7, -2.8, -1.1], [-2.5, -1.1, 0.4], [1.3, -0.4, 3.0], [-0.6, -1.1, 1.0], [1.1, -2.9, 0.9], [1.6, -1.2, 0.2], [-0.8, 0.3, -3.9], [0.2, 0.1, -1.3], [-0.3, -1.1, 0.5], [0.0, -0.3, -0.2], [1.0, 0.5, 0.7], [0.4, 0.7, 0.0], [0.3, 1.8, 0.4], [-0.4, -2.2, 0.0]],
  "gap_ev": 9.00,
  "smiles": "Cc1ccc2c(c1)CNCC2",
  "relative_energy_kcal_mol": 87.78,
  "e_tot_ha": -443.4638,
  "lumo_energy_ev": 0.92,
  "homo_ev": -8.08
}

{
  "formula": "C10H13N2",
  "method": "wB97M-V/def2-TZVPD",
  "species": ["C", "C", "C", "C", "C", "C", "C", "C", "C", "C", "N", "N", "H", "H", "H", "H", "H", "H", "H", "H", "H", "H", "H", "H", "H"],
  "xyz": [[1.4168, -2.1337, -1.8402], [1.2298, -0.7617, -1.5928], [0.7066, -2.8217, -0.8915], [0.3911, -0.6884, -0.5139], [1.0591, 0.9622, 1.2379], [1.1298, 2.3085, 1.3614], [-0.0891, 0.5674, 0.3925], [0.0229, 2.8647, 0.6731], [-0.7537, -2.3063, 1.0423], [-1.8559, 2.1020, -0.7304], [0.0764, -1.9408, -0.0743], [-0.6993, 1.9557, 0.0979], [2.0114, -2.5606, -2.6207], [1.6499, 0.0521, -2.1480], [0.6103, -3.8783, -0.7423], [1.7417, 0.2436, 1.6519], [1.8666, 2.8810, 1.8908], [-0.8707, 0.1018, 1.0062], [-0.2564, 3.9072, 0.6389], [-1.8039, -2.0556, 0.8601], [-0.6883, -3.3842, 1.1864], [-0.4173, -1.8282, 1.9661], [-2.7726, 2.0052, -0.1441], [-1.8569, 3.0812, -1.2103], [-1.8483, 1.3268, -1.4971]],
  "forces_ev_per_angstrom": [[0.0, -0.1, 0.0], [-0.2, 0.0, 0.1], [0.3, -0.2, -0.4], [-1.1, 3.1, 0.5], [-0.1, 0.9, 0.1], [0.5, -0.7, 0.2], [0.3, -1.0, 0.3], [-0.4, -0.1, -0.2], [-0.4, -0.2, 0.4], [-1.0, 0.2, -0.5], [0.0, 0.1, -0.1], [1.5, -2.0, -0.7], [0.1, -0.1, -0.2], [0.1, 0.2, -0.1], [-0.1, -0.2, 0.1], [0.1, -0.1, 0.1], [0.1, 0.1, 0.1], [0.1, 0.2, 0.2], [-0.1, 0.1, -0.1], [0.1, 0.0, 0.0], [0.0, 0.1, 0.0], [0.0, -0.1, -0.1], [0.1, 0.0, 0.0], [0.0, -0.1, 0.1], [0.1, 0.1, 0.0]],
  "gap_ev": 7.16,
  "smiles": "Cn1cccc1[C@H]1C=CC=[N+]1C",
  "total_charge": 1,
  "relative_energy_kcal_mol": 51.01,
  "e_tot_ha": -498.0681,
  "lumo_energy_ev": -4.69,
  "homo_ev": -11.85
}

{
  "formula": "C10H13N2O2",
  "method": "wB97M-V/def2-TZVPD",
  "species": ["C", "C", "C", "C", "C", "C", "C", "C", "C", "C", "N", "N", "O", "O", "H", "H", "H", "H", "H", "H", "H", "H", "H", "H", "H", "H", "H"],
  "xyz": [[-2.2109, -1.3710, 1.5802], [2.4316, 1.0123, -1.3699], [-1.4307, -1.4406, 2.8229], [2.0200, 0.7777, -2.7528], [-1.8456, -0.6493, 0.5195], [1.7132, 0.6251, -0.2966], [-0.5408, -0.4536, 3.0347], [0.7684, 0.4323, -3.0119], [-0.6466, 0.1854, 0.5551], [0.4803, -0.1843, -0.4190], [-0.0779, 0.3769, 1.9128], [-0.1565, 0.1160, -1.9566], [-0.9963, 1.4668, -0.0443], [0.6754, -1.5978, -0.4140], [-3.2003, -1.9520, 1.6792], [3.3929, 1.6338, -1.3038], [-1.6053, -2.0425, 3.6214], [2.6571, 0.8851, -3.6545], [-2.4139, -0.4086, -0.3300], [1.9089, 0.7087, 0.7474], [0.0501, -0.0628, 3.8380], [0.3769, 0.2040, -3.9099], [-0.0434, 1.3355, 2.1987], [-0.6752, 1.0465, -1.7472], [-0.5923, -0.7879, -1.9573], [-1.4057, 2.0690, 0.5308], [1.3666, -1.9249, 0.1272]],
  "forces_ev_per_angstrom": [[-1.5, -1.7, 1.0], [1.6, 1.2, 0.7], [1.3, 3.0, -1.6], [-0.6, -0.1, -0.7], [0.2, -0.5, 1.3], [0.2, -0.4, -1.1], [0.8, 1.1, -3.1], [1.6, -0.9, 2.3], [0.6, 2.2, 0.7], [0.6, -1.4, -1.9], [-1.5, -1.7, 0.0], [1.1, 2.0, 3.7], [1.0, -0.8, -0.8], [-1.8, 1.7, -1.4], [1.6, 1.1, -0.7], [-1.5, -1.2, 0.4], [-1.1, -1.9, 1.8], [-0.1, 0.2, 1.1], [-1.2, -0.3, -0.9], [1.0, 0.7, 0.4], [-0.3, -0.8, 1.1], [-1.0, -0.4, -3.2], [0.3, 0.6, -0.1], [-0.2, -2.2, -0.1], [-1.2, -0.2, -1.2], [-1.1, 1.1, 1.5], [1.4, -0.1, 0.9]],
  "gap_ev": 8.39,
  "smiles": "O[C@]1([C@]2(O)C=CC=C[NH2+]2)C=CC=CN1",
  "total_charge": 1,
  "relative_energy_kcal_mol": 63.51,
  "e_tot_ha": -648.4776,
  "lumo_energy_ev": -3.56,
  "homo_ev": -11.95
}

The records above yield strongest force on any atom values of 4.50; 4.90; 4.39; 7.35; 3.35; 4.32 eV/Å, respectively.